[1]
52
Properties=species:S:1:pos:R:3:forces:R:3 method="wB97M-V/def2-TZVPD" largest_force_ha_per_bohr=0.1345 e_lumo_ev=-0.22 smiles="C#CCB(CCC(=O)O)[C@H](I)CC.ClC(Cl)(Cl)Cl.ClC(Cl)(Cl)Cl.ClC(Cl)(Cl)Cl.ClC(Cl)(Cl)Cl.ClC(Cl)(Cl)Cl" homo_ha=-0.337
C 4.422413 2.319794 0.190841 -4.4 -2.0 -4.9
C 3.688814 1.998866 -0.860133 2.8 1.1 5.1
C 2.684501 1.492043 -2.014358 1.4 0.2 0.5
B 1.154177 1.197948 -1.450010 1.0 -0.3 0.2
C -0.095256 1.738101 -2.345974 0.0 0.3 -0.9
C -0.739369 3.138353 -1.848706 -0.1 0.7 0.0
C -0.719437 3.369114 -0.258411 -4.1 -0.2 3.3
O -1.825195 3.178507 0.388799 4.9 0.6 -2.9
O 0.395327 3.814353 0.515128 -1.8 -1.2 -1.6
C 1.051264 0.354930 -0.056843 -1.4 0.8 0.2
I 2.376720 -1.427486 -0.048417 -0.4 0.9 0.0
C -0.431936 -0.170872 0.305469 -0.1 -0.8 1.1
C -1.060829 -1.228109 -0.744420 -1.2 0.8 -0.1
H 4.873504 2.496141 1.231566 -0.8 -0.3 -2.5
H 3.102682 0.455548 -2.358346 -0.7 1.8 0.5
H 2.698951 2.186853 -2.935686 0.2 -0.9 1.6
H -0.964114 0.987531 -2.467549 1.5 1.1 0.4
H 0.334328 1.940486 -3.414112 -0.9 -0.4 1.8
H -0.293698 4.066929 -2.392781 -0.5 -1.8 1.1
H -1.864760 3.105716 -2.154152 2.1 0.2 0.9
H 0.127231 3.735748 1.475573 0.0 0.0 -1.4
H 1.477814 1.024165 0.804162 -1.0 -1.6 -2.2
H -0.365102 -0.716411 1.335938 0.0 1.0 -1.8
H -1.207653 0.683098 0.476483 1.6 -1.2 -0.5
H -1.902661 -0.658577 -1.320542 1.6 -1.2 0.8
H -0.311891 -1.632559 -1.517966 -1.1 0.5 1.4
H -1.623283 -2.078057 -0.175713 1.3 1.4 -1.1
C -4.801845 -0.157124 -3.471565 0.0 -0.1 0.1
Cl -4.107787 -1.793248 -3.432501 -0.1 0.6 0.4
Cl -3.901609 0.895506 -2.356464 -0.2 -0.1 -0.2
Cl -4.689868 0.494432 -5.122460 0.0 -0.1 0.3
Cl -6.507439 -0.224771 -2.975593 0.4 0.0 -0.1
C 1.041473 1.217579 4.003156 0.1 -0.1 0.1
Cl -0.481108 2.119995 3.827762 0.2 -0.1 -0.1
Cl 0.701062 -0.527420 3.991660 0.1 0.3 0.0
Cl 2.125808 1.619435 2.651879 0.2 0.3 1.1
Cl 1.819596 1.659296 5.539356 -0.2 -0.1 -0.4
C 3.741067 2.567447 9.021414 0.1 0.0 0.1
Cl 2.295360 3.282805 8.273037 0.3 -0.1 0.3
Cl 4.977086 2.288662 7.774152 -0.2 0.1 0.2
Cl 4.381677 3.677704 10.253384 -0.1 -0.2 -0.2
Cl 3.309381 1.020738 9.784171 0.1 0.3 -0.2
C 1.633954 -5.814990 1.311355 0.0 0.0 0.0
Cl 1.322872 -4.291972 2.173391 0.0 -0.4 -0.1
Cl 2.506720 -5.472877 -0.199547 -0.2 -0.1 0.3
Cl 2.617915 -6.885377 2.334920 -0.2 0.2 -0.2
Cl 0.088521 -6.610051 0.936000 0.3 0.1 0.1
C -4.611055 -4.887505 -6.535607 0.0 0.0 -0.1
Cl -4.842802 -5.066655 -8.289524 0.0 0.0 0.3
Cl -4.303458 -3.179624 -6.148886 -0.1 -0.6 -0.4
Cl -6.074472 -5.432842 -5.685733 0.3 0.1 -0.1
Cl -3.223597 -5.871291 -6.017605 -0.3 0.2 -0.1

[2]
43
Properties=species:S:1:pos:R:3:forces:R:3 method="wB97M-V/def2-TZVPD" largest_force_ha_per_bohr=0.0580 e_lumo_ev=-2.58 homo_ha=-0.347
C -0.637837 -1.499396 -0.885711 0.0 -0.1 -0.3
C -0.866242 -0.233290 -0.109419 0.1 -0.3 -0.1
N -0.762090 -0.235944 1.239141 0.0 0.1 0.3
B -0.391997 -1.593584 2.018467 0.3 -0.8 1.0
H -0.319215 -1.485654 3.258951 -0.1 0.4 -0.8
C -0.969218 0.915636 1.918921 0.0 0.0 0.0
C -0.829116 0.913518 3.406812 0.0 0.4 0.4
C -1.296922 2.096946 1.265421 0.0 -0.1 -0.1
C -1.405935 2.115864 -0.118793 0.1 -0.3 0.2
C -1.181921 0.927362 -0.801159 0.0 0.2 0.1
H -0.763836 -1.260770 -1.949142 0.0 -0.1 0.2
H 0.373974 -1.905257 -0.747023 -0.3 0.1 0.2
H -1.357701 -2.289188 -0.628512 0.3 0.3 0.1
H -1.249508 -2.430684 1.836505 -0.1 0.2 -0.4
H 0.702677 -1.989439 1.680170 -0.1 0.2 -0.4
H -1.058468 1.909092 3.809954 0.1 -0.2 -0.2
H -1.519110 0.195891 3.871506 0.3 0.1 -0.2
H 0.199414 0.659461 3.703782 -0.4 0.0 -0.2
H -1.454399 2.976202 1.881207 0.0 0.0 -0.2
H -1.655963 3.028120 -0.647558 0.0 -0.1 0.0
H -1.244331 0.863330 -1.881199 0.0 0.1 0.1
O 2.611582 1.265637 5.411350 -0.2 -0.9 0.6
S 2.271481 -0.026921 5.962246 -0.1 -0.2 -0.9
O 2.648059 -1.264551 5.322215 -0.3 0.9 0.7
C 3.061754 -0.059122 7.682599 0.1 -0.1 0.6
F 4.397034 -0.042192 7.537838 -1.1 0.0 0.0
F 2.677107 1.021551 8.401376 0.2 -0.9 -0.6
F 2.700172 -1.179423 8.349693 0.2 1.0 -0.6
C 0.487781 -0.051966 6.247258 -0.6 -2.0 -0.3
C -0.277129 -1.217307 5.972072 1.5 0.5 0.7
C -1.634466 -1.182267 6.322201 -0.9 -0.8 0.3
N -2.551090 -2.218918 6.481788 0.2 0.4 0.2
O -2.515082 -3.427094 6.338918 0.0 1.6 0.1
O -3.732066 -1.595873 7.024834 1.2 -0.8 -0.8
N -3.565704 -0.259248 7.179938 2.5 0.3 -0.9
C -2.280145 -0.017454 6.764946 -2.5 0.5 1.1
C -1.526917 1.205512 6.819499 1.5 -0.7 -0.3
N -2.184648 2.478288 6.993189 -0.9 2.8 0.6
O -3.371281 2.529104 7.378318 2.5 -0.7 -0.8
O -1.509344 3.505750 6.737305 -1.0 -2.0 0.4
C -0.134237 1.142962 6.644092 -1.9 0.9 0.2
H 0.161357 -2.148357 5.614975 0.1 0.3 0.0
H 0.463258 2.047785 6.766498 -0.3 -0.2 -0.1

[3]
40
Properties=species:S:1:pos:R:3:forces:R:3 method="wB97M-V/def2-TZVPD" largest_force_ha_per_bohr=0.0813 e_lumo_ev=-1.16 smiles="CB(O)N1C(=O)c2cc(COC(F)(F)F)c([PH2]=O)c(C[C@@H]3CO3)c2C1=O" homo_ha=-0.357
C 3.046674 -2.457809 2.971949 0.3 0.6 -0.5
B 1.620281 -2.292064 2.221665 0.5 -1.1 1.0
O 1.254317 -3.116721 1.146006 0.5 1.6 0.7
N 0.740895 -1.169799 2.728873 0.5 -1.3 0.6
C 1.507928 -0.025148 2.239033 -1.9 0.3 -2.0
O 2.332566 0.621621 2.798883 0.0 -0.5 -0.1
C 0.853730 0.199755 0.825983 -1.5 0.5 -0.3
C 1.346399 0.795427 -0.379842 -2.0 -1.3 0.0
C 0.401158 0.810111 -1.521726 -0.5 0.3 1.6
C 0.973263 1.032015 -2.969515 -1.0 0.4 0.6
O 2.240378 0.343441 -3.150727 -1.3 -0.9 0.4
C 2.159545 -1.026315 -3.127834 1.5 0.2 -1.4
F 2.880890 -1.488009 -4.214590 -0.8 0.3 1.4
F 0.908790 -1.537356 -3.266925 1.3 0.5 0.8
F 2.795557 -1.503748 -2.015238 -1.2 0.1 -1.0
C -1.042481 0.704090 -1.239383 0.8 -0.9 0.8
P -2.243408 1.195601 -2.590691 1.5 2.6 -1.1
O -1.653482 2.258576 -3.500764 -0.3 -1.3 1.0
C -1.540848 0.219785 0.058504 1.5 -1.5 0.2
C -3.036598 0.162582 0.475582 0.4 3.5 0.1
C -3.319831 1.790343 0.880467 3.1 -0.4 1.4
C -2.022685 2.588125 1.430201 -3.8 -0.9 1.6
O -3.222518 2.125031 2.292587 -0.9 0.5 -2.9
C -0.542739 -0.255786 0.995536 0.5 1.8 -1.4
C -0.632056 -1.160617 2.263325 1.6 1.3 -2.4
O -1.521131 -1.845026 2.659866 0.2 0.2 0.2
H 3.743726 -1.622004 2.666250 -0.6 -0.8 0.3
H 3.564197 -3.408977 2.695828 -0.5 0.7 0.4
H 2.933652 -2.350088 4.083178 0.1 -0.2 -1.0
H 2.062161 -3.184460 0.602581 -0.5 -0.6 0.3
H 2.412756 1.098270 -0.469426 -1.0 -0.3 -0.1
H 1.175705 2.111461 -3.091120 0.1 -0.7 -0.1
H 0.226466 0.742742 -3.757929 0.9 0.2 0.8
H -2.629852 0.109246 -3.413996 -0.2 -0.3 0.8
H -3.402065 1.807012 -1.989527 0.4 -1.1 0.1
H -3.241543 -0.388610 1.417145 0.3 0.0 -1.0
H -3.717834 -0.035693 -0.374168 0.4 -0.4 0.7
H -4.050463 2.378267 0.221407 1.1 -0.8 1.2
H -1.339559 2.082706 2.145272 0.8 0.5 -2.0
H -2.021942 3.692024 1.253282 0.2 -1.1 0.3

[4]
52
Properties=species:S:1:pos:R:3:forces:R:3 method="wB97M-V/def2-TZVPD" largest_force_ha_per_bohr=0.0681 e_lumo_ev=3.91 charge=-2 relative_energy_kcal_mol=48.6 homo_ha=-0.038
Cs -0.966327 -0.798836 -0.014624 -2.2 1.7 -1.9
Br -2.268977 -0.981334 -4.189012 -0.2 -0.3 0.1
C -1.471560 0.684720 -4.588270 0.2 0.6 0.2
C -0.964843 0.838390 -5.846222 0.1 0.1 -0.1
C -0.334905 2.057419 -6.201473 -0.1 -0.2 -0.1
C -0.244039 3.061673 -5.288858 -0.1 0.0 0.2
C -0.775765 2.909588 -3.977572 0.2 0.4 -0.1
C -0.666040 3.969457 -3.042131 0.0 -0.1 -0.1
C -1.178881 3.801939 -1.786619 -0.1 -0.2 0.2
C -1.807555 2.583616 -1.417244 0.1 0.3 -0.1
C -1.954295 1.492901 -2.258539 -0.1 -0.2 -0.1
C -1.415630 1.704925 -3.570670 -0.1 -0.4 -0.2
H -1.039516 0.027502 -6.558221 0.0 0.0 0.0
H 0.077629 2.179716 -7.197448 0.0 0.0 0.0
H 0.241433 3.998480 -5.548593 0.0 0.0 0.0
H -0.171748 4.890033 -3.339651 0.0 0.0 0.0
H -1.098323 4.600674 -1.052417 0.0 0.0 0.0
H -2.154265 2.521165 -0.387829 0.0 0.0 0.0
F 0.427412 -4.182759 4.854518 0.0 -0.2 0.0
C -0.113871 -3.133754 4.227652 -0.1 0.1 0.1
F -0.882139 -2.488307 5.113766 0.0 0.1 0.1
F 0.861390 -2.341462 3.836749 0.1 0.1 -0.1
S -1.203036 -3.681278 2.847269 0.0 0.0 -1.2
O -1.949619 -2.521073 2.403542 0.1 -0.4 0.5
O -1.953294 -4.776657 3.400842 0.1 0.2 0.0
N -0.058633 -4.125013 1.832874 -0.4 -0.3 0.1
S -0.220531 -4.251601 0.265379 0.2 1.0 0.7
O -1.070387 -3.213484 -0.286229 0.2 -3.5 -0.3
O 1.054784 -4.493689 -0.334249 -0.2 -0.1 0.0
C -1.123082 -5.830276 0.029855 -0.1 -0.2 0.0
F -1.145563 -6.154893 -1.266785 0.0 0.0 -0.1
F -2.382365 -5.749026 0.455017 -0.1 0.1 0.1
F -0.522623 -6.820289 0.694396 0.1 -0.1 0.0
N 2.364710 0.963003 3.263986 0.1 0.3 0.1
C 1.539091 1.452448 2.078662 0.1 0.0 0.3
C 1.842490 2.922367 1.827036 0.0 0.0 -0.2
P 2.095404 0.317017 0.698037 -0.3 0.1 -0.1
O 3.508920 0.997089 0.260488 0.5 0.2 0.2
O 1.178478 0.406507 -0.466890 1.5 0.8 -0.1
O 2.396847 -0.951144 1.418726 0.2 0.0 0.1
P -0.206441 1.333502 2.781053 -0.1 -0.1 -0.5
O -0.432149 -0.240501 2.468414 0.1 0.3 1.6
O 0.031228 1.548779 4.251429 0.1 0.0 0.0
O -1.173227 2.123028 1.986009 0.1 0.2 0.2
H 2.535168 -0.045582 3.097997 -0.1 0.0 -0.2
H 1.762509 1.140857 4.100851 -0.1 0.0 0.0
H 3.251701 1.458527 3.307462 0.0 -0.1 0.0
H 2.914201 3.064980 1.657771 0.0 0.0 0.0
H 1.506418 3.572827 2.637271 0.0 -0.1 0.1
H 1.311420 3.223111 0.922978 0.0 0.0 0.0
H 3.406331 1.467396 -0.573798 -0.2 0.0 0.0
H -1.357934 -0.532681 2.473320 0.2 0.1 0.6

[5]
31
Properties=species:S:1:pos:R:3:forces:R:3 method="wB97M-V/def2-TZVPD" largest_force_ha_per_bohr=0.0556 e_lumo_ev=-4.39 charge=+1 relative_energy_kcal_mol=15.0 homo_ha=-0.445
Cl -2.167197 3.180394 3.169072 0.2 -0.2 -0.1
C -0.974782 2.023584 2.699664 0.3 -0.6 -0.1
C -1.187852 0.662600 2.963403 0.3 0.1 0.0
C -0.212564 -0.273762 2.596295 -0.2 0.6 -0.8
C 0.927972 0.128278 1.847181 -0.8 0.4 1.4
C 1.866686 -0.867483 1.348236 2.1 2.0 -0.1
C 3.303840 -0.440149 0.982033 0.7 0.4 0.6
C 4.205791 -1.675816 1.261486 -0.5 -0.2 -1.3
C 3.238834 -2.689328 1.789844 -1.4 1.3 0.0
C 1.956952 -2.176390 1.916236 1.4 -1.6 -0.1
C 1.178946 1.515291 1.733576 -0.4 -0.3 -0.5
C 0.218721 2.448590 2.092905 -0.3 -0.2 0.4
H -2.115864 0.345075 3.445178 0.4 0.1 -0.1
H -0.388526 -1.318535 2.847632 0.0 0.2 -0.2
H 3.361679 -0.158106 -0.091588 0.4 0.1 1.4
H 3.603994 0.408127 1.641924 -0.2 -0.6 -0.6
H 4.607929 -2.026671 0.285671 0.1 0.0 0.6
H 5.070492 -1.494955 1.923528 -0.5 -0.1 -0.2
H 3.533403 -3.695928 2.041659 0.0 0.0 0.4
H 1.211355 -2.630966 2.563398 -0.1 -0.2 -0.7
H 2.121572 1.871459 1.319588 -0.3 -0.1 -0.1
H 0.365316 3.508456 1.916143 0.1 -0.1 0.1
N 1.402243 -0.730138 -0.622215 -1.4 -1.2 0.4
C 0.435292 -1.553166 -0.937124 -0.7 -0.2 -1.8
N 0.125187 -1.417687 -2.267519 0.4 0.3 0.2
C 0.958485 -0.437079 -2.798917 0.0 -0.3 1.1
C 1.742175 -0.007350 -1.750062 -0.3 -0.3 -0.5
H -0.098261 -2.273777 -0.317495 0.4 0.4 0.0
H -0.578047 -1.948514 -2.791236 0.5 0.4 0.5
H 0.939580 -0.137700 -3.835115 -0.1 -0.1 0.1
H 2.517812 0.751622 -1.760053 -0.2 -0.2 0.0

[6]
37
Properties=species:S:1:pos:R:3:forces:R:3 method="wB97M-V/def2-TZVPD" largest_force_ha_per_bohr=0.1337 e_lumo_ev=-1.04 smiles="[H]/N=C1/C(Cl)=C(N)C(=O)c2[nH]cc([C@H](COC(C)=O)OC(C)=O)c21" homo_ha=-0.316
O 2.863264 2.783292 -2.854245 0.9 1.1 -0.3
O -3.157197 0.311419 3.804220 1.1 1.4 -3.1
O -1.141236 -3.085829 1.203272 0.2 1.8 -0.2
Cl 1.653993 -1.711506 -4.695636 -0.2 0.4 0.1
N 0.350687 -1.813634 -2.127518 1.8 1.1 -4.1
O -2.175183 0.888602 1.762561 -1.6 0.6 1.3
O 0.524762 -1.529401 1.446630 -0.2 0.7 0.3
C 2.294947 1.718377 -2.749717 0.1 2.1 0.9
C -3.165175 0.917579 2.705974 -0.8 -1.9 3.5
C -0.054845 -2.740382 1.635436 -1.4 -2.2 -0.8
C 0.905426 -0.660990 -2.258405 -1.0 -2.5 0.8
C 1.559580 -0.414713 -3.574119 1.9 2.6 0.5
C 0.945772 0.332570 -1.159985 -0.3 -0.2 -0.8
C 2.310259 0.763467 -3.768377 0.1 -4.8 -4.7
C 0.519179 2.014655 0.401056 1.5 -3.0 -1.3
C 1.537374 1.467194 -1.560149 0.1 0.0 0.2
C 0.380767 0.661042 0.113238 -2.2 -3.2 1.9
N 3.100910 0.991830 -4.970578 -1.6 0.1 2.6
N 1.317892 2.377139 -0.640640 1.0 6.7 1.3
C -4.394762 1.670638 2.367585 0.6 -0.2 -2.2
C 0.642405 -3.908504 2.374903 0.5 0.6 -1.4
C -0.999551 0.295847 2.260673 1.9 0.2 -1.3
C -0.361395 -0.377280 1.032210 1.4 0.4 0.3
H -0.042050 -1.889965 -1.280249 -1.8 -0.6 4.1
H 0.329155 2.536372 1.328129 0.1 0.3 -0.5
H 3.158992 0.400127 -5.779568 -0.4 -0.5 0.5
H 3.793078 1.703955 -4.919965 0.1 0.5 0.2
H 1.696824 3.361186 -0.706649 -0.5 -1.7 -0.2
H -5.061930 1.781339 3.185274 -0.2 -0.1 0.8
H -4.883450 1.051139 1.579463 0.1 0.8 0.3
H -4.081968 2.641265 1.986428 -0.4 0.1 -0.4
H -0.086414 -4.755399 2.382839 0.9 0.8 -0.3
H 1.647118 -4.149265 1.942910 -0.9 0.1 0.3
H 0.775957 -3.592181 3.366559 0.5 0.3 1.6
H -1.228757 -0.334003 3.085571 0.0 -0.8 0.4
H -0.314513 1.086466 2.581816 -0.2 -0.1 0.4
H -1.159915 -0.792448 0.499051 -1.1 -0.9 -0.9

[7]
33
Properties=species:S:1:pos:R:3:forces:R:3 method="wB97M-V/def2-TZVPD" largest_force_ha_per_bohr=0.0121 e_lumo_ev=0.44 relative_energy_kcal_mol=0.0 smiles=Cc1ncc(CSc2ccc(Cl)cc2)c(CO)c1O homo_ha=-0.313
C 3.227442 1.683489 1.540244 -0.1 0.0 0.1
C 2.416309 0.555060 0.995866 -0.4 0.2 0.3
N 2.965338 -0.229152 0.089386 0.3 0.1 -0.1
C 2.265169 -1.235914 -0.397747 -0.3 -0.3 0.0
C 0.961171 -1.534385 -0.018934 0.3 0.2 0.3
C 0.350151 -0.706286 0.932619 0.1 0.0 0.2
C 1.102104 0.350125 1.456617 0.2 -0.4 -0.5
O 0.632972 1.201894 2.393066 0.0 0.1 0.3
H -0.311476 1.013633 2.550485 0.1 0.1 -0.2
C -1.053565 -0.955303 1.447261 0.1 -0.4 0.0
H -1.634614 -1.538728 0.727638 0.1 0.0 0.1
O -1.766778 0.223898 1.778099 -0.1 0.3 0.2
H -1.993263 0.697785 0.967892 0.0 0.0 -0.1
H -0.995805 -1.526248 2.382282 0.0 0.0 -0.1
C 0.273878 -2.674307 -0.685787 -0.4 0.0 -0.4
H -0.551138 -3.086539 -0.109507 0.1 -0.1 0.0
H 0.979191 -3.469728 -0.920892 0.0 0.0 0.1
S -0.390153 -2.193328 -2.350366 0.0 0.1 0.1
C -1.110126 -0.614246 -1.937354 0.2 -0.5 -0.2
C -0.302800 0.511578 -1.858789 -0.2 0.1 -0.1
C -0.848749 1.729660 -1.495563 -0.1 0.1 0.0
C -2.207158 1.814662 -1.225034 0.1 -0.2 -0.1
C -3.025310 0.696275 -1.326394 -0.1 0.2 0.0
C -2.470950 -0.519820 -1.685746 0.1 0.1 0.0
H -3.092654 -1.397912 -1.772130 -0.1 -0.1 0.0
H -4.081940 0.779584 -1.126276 -0.1 0.0 0.0
Cl -2.893097 3.331982 -0.751932 0.0 0.1 0.0
H -0.225923 2.606890 -1.424576 0.0 0.1 0.0
H 0.750033 0.435079 -2.080767 0.1 0.0 0.0
H 2.769796 -1.840954 -1.139330 0.0 -0.2 -0.1
H 3.355465 1.562287 2.614351 0.0 0.1 0.1
H 2.709564 2.627026 1.378085 0.0 0.1 0.1
H 4.196915 1.701943 1.053231 0.0 0.0 0.0